(1)
94
Properties=species:S:1:pos:R:3:forces:R:3 method="wB97M-V/def2-TZVPD" total_charge=+1 e_lumo_ha=-0.314 homo_lumo_gap_ev=1.135
C -0.232487 4.970279 -2.937427 0.50 -0.98 0.12
C -1.221690 3.810645 -3.529259 0.57 1.13 0.66
C -2.668062 4.485208 -3.702912 0.66 -0.38 -0.75
C -3.841370 3.444390 -4.131669 1.11 -0.35 1.86
C -5.233768 4.284668 -4.048025 0.40 -0.10 -0.48
C -3.795924 2.220607 -3.074011 -0.13 -1.27 1.87
C -3.870725 0.713684 -3.489258 0.48 0.71 3.19
C -3.777325 -0.458143 -2.432212 0.34 4.37 1.18
C -3.611098 -0.026535 -0.953287 0.24 2.26 -1.40
C -3.550953 1.496168 -0.524271 -0.52 0.53 -3.53
C -3.643329 2.647817 -1.559056 -0.30 -5.01 -0.66
N -3.406501 1.861171 0.901845 2.07 -1.76 -0.25
C -2.250756 1.188691 1.568031 3.41 -2.12 2.28
C -1.074482 1.933608 2.405465 -0.32 -1.92 0.12
C -1.157294 3.579572 2.472877 1.99 -1.51 -2.00
N -0.917443 4.031571 1.029003 -0.53 0.36 1.09
C 0.110099 1.151604 3.081609 -3.42 -1.65 -2.11
C 0.177242 -0.423387 2.995967 -2.53 2.46 -1.05
C 1.396889 -1.128632 3.741651 -0.54 -0.72 -0.17
C 2.750018 -1.089411 2.853224 0.49 -0.57 -0.32
C 2.383529 -0.972249 1.283683 0.11 2.50 -1.73
O 2.373766 0.141827 0.675638 -0.46 -3.16 2.62
N 2.060655 -2.180721 0.448087 1.84 0.94 0.19
C 3.239685 -2.281260 -0.471517 2.67 -0.44 -2.02
C 3.077540 -1.910999 -1.988061 3.54 -0.97 1.47
C 4.339750 -2.011226 -2.884015 1.00 -0.82 3.15
C 5.723008 -2.439715 -2.286265 -2.70 -0.04 2.77
C 5.859387 -2.795210 -0.753979 -3.68 1.10 -1.21
C 4.615067 -2.724203 0.164761 -0.59 1.00 -3.92
C -0.935138 -1.159928 2.189770 0.50 3.30 0.53
C -2.097395 -0.379459 1.487461 1.16 2.46 0.88
S -3.423227 -1.227225 0.471683 1.05 1.34 -0.49
H -0.710083 5.514491 -2.031982 0.58 -0.70 -1.69
H 0.106969 5.696988 -3.759517 -0.65 -0.95 1.42
H 0.711192 4.455048 -2.500512 -1.39 0.91 -0.88
H -0.806393 3.392420 -4.515936 -0.70 0.69 1.46
H -1.182453 2.965138 -2.749596 -0.51 1.14 -1.25
H -2.928663 5.035581 -2.730024 0.18 -0.80 -1.40
H -2.558243 5.288656 -4.532125 -0.32 -1.27 1.37
H -3.581871 3.063713 -5.172309 -0.37 0.43 1.67
H -5.179287 4.952455 -3.112624 -0.24 -0.98 -1.22
H -5.264014 4.967849 -4.982851 -0.06 -0.51 1.84
H -6.160052 3.622816 -4.095675 1.29 1.03 0.54
H -3.959593 0.452079 -4.602313 0.16 0.45 1.94
H -3.809516 -1.557205 -2.737370 0.10 1.76 0.53
H -3.600388 3.725768 -1.195960 -0.08 -1.62 -0.73
H -3.432421 2.877584 1.062950 0.22 -0.93 -0.66
H -0.277927 4.047276 3.084149 -1.82 -1.07 -0.67
H -2.209681 3.965258 2.793933 10.93 -3.49 -4.13
H -1.812935 4.220579 0.546798 0.92 0.06 0.14
H -0.307450 4.861310 1.012966 -0.65 -0.46 -0.20
H 0.915549 1.750566 3.627842 -1.32 -1.02 -0.87
H 1.587964 -0.676983 4.790570 -0.37 -0.45 -1.92
H 1.137693 -2.237724 3.955463 0.28 1.86 -0.58
H 3.332670 -2.064259 3.076636 -1.01 1.48 -0.60
H 3.469367 -0.239834 3.165718 -1.49 -1.10 -0.81
H 1.227367 -2.000778 -0.132748 0.54 0.04 0.39
H 2.064045 -1.583695 -2.443030 1.97 -0.84 0.88
H 4.343202 -1.765216 -4.010278 -0.38 -0.43 2.12
H 6.684443 -2.529983 -2.902070 -1.84 0.25 0.81
H 6.856701 -3.110131 -0.303896 -1.55 0.50 -0.83
H 4.619272 -2.974039 1.280731 0.18 0.30 -1.88
H -0.880872 -2.299677 2.125359 -0.26 1.83 -0.04
N -0.164825 0.703431 -0.872674 0.05 0.04 -0.46
H 0.748174 0.358033 -0.545708 0.37 0.06 0.19
H -0.232380 1.710498 -0.694625 -0.02 -0.14 0.12
H -0.257551 0.526328 -1.878916 0.01 -0.17 -0.04
H -0.915876 0.216353 -0.368257 0.04 0.09 -0.02
Cl -5.343090 3.403857 -6.414384 -0.51 -0.54 -1.65
Cs -3.561766 4.359118 3.451226 -10.34 2.97 5.01
F -5.997265 -4.450715 1.803221 0.13 -0.76 -2.04
Al -5.528493 -5.097182 0.222128 2.29 1.01 0.82
F -4.071111 -6.085184 0.391198 -2.04 1.15 -0.34
F -5.211238 -3.756339 -0.896012 -0.58 -1.45 1.19
F -6.861011 -6.106389 -0.422965 -0.53 -0.29 1.15
Al -8.229453 -7.189375 0.824789 2.18 0.39 0.81
O 0.631638 -1.632465 -3.709113 -0.10 0.66 0.46
Cl -0.105122 -2.462072 -4.646119 -0.09 -1.15 -1.10
O 0.532433 -2.405789 -5.940385 -0.19 0.19 0.61
O -1.463056 -1.971716 -4.751352 0.02 0.20 0.27
O -0.119016 -3.826187 -4.170051 -0.02 0.62 0.05
C 6.645128 -1.405467 4.616598 -0.12 0.28 -0.10
C 5.839358 -2.429343 5.399138 0.75 -0.19 -0.11
C 6.664065 -3.046480 6.517270 -0.15 -0.08 0.28
O 5.395023 -3.456244 4.515559 -0.40 0.02 -0.18
H 7.518662 -1.869915 4.148095 -0.01 -0.01 0.15
H 6.043198 -0.978725 3.808779 0.02 0.00 0.08
H 6.987088 -0.594154 5.264276 0.03 -0.05 -0.07
H 4.948634 -1.952950 5.819512 -0.07 -0.18 -0.13
H 7.538202 -3.568635 6.115178 -0.01 0.15 -0.05
H 6.075902 -3.788915 7.063320 0.01 0.13 -0.04
H 7.006651 -2.284558 7.222019 0.02 -0.08 -0.04
H 6.176386 -3.883591 4.138656 -0.15 0.06 0.11
Cl -6.481554 -7.604481 2.971773 -1.33 0.23 -1.59



(2)
113
Properties=species:S:1:pos:R:3:forces:R:3 method="wB97M-V/def2-TZVPD" e_above_lowest_kcal_mol=20.7 total_charge=+3 e_lumo_ha=-0.311 homo_lumo_gap_ev=1.021
C 0.855844 1.989506 0.571713 0.65 -1.35 -0.37
F 0.077883 2.744916 1.325452 -0.46 1.14 -0.38
F 1.464527 2.670339 -0.445137 -0.96 -1.22 2.41
F 1.749695 1.478215 1.503569 -0.69 0.38 -2.12
S -0.382613 0.638928 -0.182828 0.56 0.41 -1.46
O -1.193922 0.202731 0.971910 1.44 0.91 -1.70
O -1.066803 1.356849 -1.286453 1.47 -1.68 2.27
N 0.809868 -0.546336 -0.888199 -2.48 2.60 1.14
S 0.612060 -1.853969 -0.042309 -3.03 -2.76 2.03
O 1.179585 -1.839082 1.280923 1.37 0.39 0.19
O -0.805155 -2.290629 0.077591 1.50 0.24 -1.49
C 1.531575 -3.266122 -0.948130 0.59 2.79 -1.49
F 2.704478 -2.801561 -1.393555 0.56 0.53 0.38
F 1.715897 -4.152522 -0.070054 0.16 -2.00 1.73
F 0.934460 -3.720541 -2.011521 -1.37 -0.38 -0.42
C 4.591991 -2.175156 3.109811 0.36 -0.01 1.43
C 3.967288 -0.771477 3.134520 2.06 -2.12 -3.22
O 3.879454 -0.151852 2.128908 -0.85 1.04 1.99
N 3.638401 -0.273802 4.559643 -1.32 0.72 -0.35
H 3.167862 -1.032892 5.031330 -0.24 -0.68 -0.02
H 4.471119 -0.149998 5.117625 0.82 0.06 -0.09
C 2.771723 0.955635 4.753802 -0.19 0.01 -0.26
H 5.258202 -2.488068 2.305845 -0.59 1.04 -0.86
H 3.864303 -2.982862 3.188495 -0.21 0.17 0.37
H 5.325224 -2.222432 3.914936 -0.34 -0.28 0.73
H 2.017933 1.094417 3.978789 0.46 -0.45 -0.42
H 3.421002 1.831037 4.768059 -0.21 -0.13 0.28
H 2.195351 0.770790 5.660293 0.47 0.40 0.24
C -3.967770 -2.084887 5.601472 -0.88 -0.69 -0.19
C -4.862603 -1.901325 4.373372 -3.27 -4.69 -0.33
O -5.768099 -2.695148 3.973632 4.34 4.10 1.74
N -4.703911 -0.650893 3.575166 -0.72 -1.06 -0.66
H -5.635341 -0.270745 3.485559 -0.74 -0.15 -0.61
H -4.199740 0.086302 4.046821 0.74 0.12 0.39
C -3.974301 -0.976984 2.208897 0.01 0.82 2.16
H -4.222867 -1.310419 6.324820 0.47 0.36 -0.07
H -2.903145 -2.256344 5.442448 0.09 0.89 -0.49
H -4.210294 -3.015168 6.115152 -0.66 -0.08 -0.33
H -2.991537 -0.885659 2.671424 0.59 0.04 -1.56
H -4.316239 -0.165774 1.566165 0.64 -0.38 -0.31
H -4.148815 -2.003280 1.885849 -0.42 0.33 0.09
C -2.115082 4.087066 3.445742 -0.98 0.50 0.23
C -3.312356 4.862997 4.052734 2.07 0.32 -2.21
O -3.593373 5.993665 3.791185 -0.50 -1.91 1.30
N -4.094879 3.968125 5.024931 -1.58 -0.24 -0.26
H -3.588619 3.141995 5.310080 0.90 -0.30 -0.11
H -4.227210 4.473904 5.889091 -0.65 0.60 0.40
C -5.409084 3.406496 4.407925 -0.14 0.37 1.08
H -2.381507 3.503381 2.564585 -0.56 -0.09 0.01
H -1.736727 3.369863 4.174150 0.45 0.24 -0.02
H -1.404705 4.805433 3.036564 0.18 -0.01 0.52
H -5.446096 2.319713 4.482949 1.16 -0.16 -1.03
H -5.514384 3.905758 3.444726 -0.41 -0.53 0.13
H -6.256375 3.490515 5.088466 0.00 1.52 -0.01
C 0.922203 -0.880738 -4.389079 -0.45 0.69 -0.06
C 2.382848 -0.510256 -4.225930 0.31 -0.72 -1.28
O 3.252889 -0.682311 -5.020882 -0.62 0.19 0.76
N 2.707795 0.121878 -2.920729 1.23 -0.97 1.29
H 2.538879 1.114657 -2.998000 0.12 1.04 -0.48
H 2.051721 -0.153384 -2.203861 -1.00 -0.32 0.01
C 4.054254 -0.183415 -2.200910 -1.35 0.28 -0.64
H 0.510294 -1.363216 -3.502700 0.28 -0.40 -0.09
H 0.687089 -1.388237 -5.324623 0.65 -0.48 0.27
H 0.290823 0.002671 -4.484200 0.32 0.62 0.23
H 4.658614 0.723264 -2.229048 0.23 -0.48 -0.45
H 4.423167 -1.110529 -2.639620 0.50 0.42 -0.03
H 3.739838 -0.369007 -1.173873 0.20 -0.05 0.02
C 0.023556 8.522926 1.202263 -1.05 -1.38 -0.11
C 0.167902 7.242558 0.383858 -1.85 -1.55 1.44
O -0.293614 6.144371 0.656337 1.57 2.74 -1.13
N 0.947130 7.467842 -0.875708 1.58 -0.69 -0.38
H 0.344921 7.539259 -1.683384 -0.65 -0.40 -0.42
H 1.368341 8.384750 -0.831301 0.33 0.47 0.18
C 2.065438 6.401678 -1.177089 -1.17 -0.26 0.37
H -0.402804 9.333819 0.611701 0.92 0.33 -0.29
H 0.962768 8.665052 1.736847 -0.02 0.65 -0.17
H -0.791590 8.364338 1.908299 0.34 -0.35 0.32
H 2.405530 6.454038 -2.211349 -0.12 0.40 0.17
H 1.543101 5.452177 -1.059940 0.33 0.07 0.05
H 2.861303 6.532455 -0.443884 -0.15 0.06 -0.17
C -3.041017 -1.493499 -2.620504 -0.18 -1.04 -1.00
C -3.306054 -1.990361 -4.104619 2.42 3.03 0.90
O -2.601470 -1.640597 -5.010563 -1.51 -1.29 0.76
N -4.553788 -2.794778 -4.413933 -0.67 2.32 -0.25
H -4.248606 -3.362919 -5.191224 -0.39 -0.76 -0.38
H -4.849956 -3.290406 -3.585237 -0.02 -0.74 0.03
C -5.769457 -1.818342 -4.807474 0.99 -0.74 0.01
H -3.920902 -1.007281 -2.199210 -0.10 -0.38 0.13
H -2.198584 -0.811720 -2.503938 -0.14 0.37 -1.05
H -2.637641 -2.313690 -2.026635 -0.69 -0.47 0.28
H -5.544695 -1.263098 -5.718118 0.52 -0.11 0.22
H -5.875309 -1.154762 -3.949239 -0.20 -0.16 -0.19
H -6.646683 -2.426329 -5.028665 0.16 -0.12 0.45
C 4.126449 -6.069999 -2.743719 3.41 -2.99 1.44
O 2.942519 -6.728757 -3.041265 -1.27 -0.23 -2.42
O 5.149525 -7.024170 -2.513018 -2.01 3.04 -0.47
C 4.549726 -4.972979 -3.802091 0.63 0.35 -2.54
F 3.584577 -4.060739 -4.052534 -1.19 0.28 0.71
F 5.628741 -4.154788 -3.513409 -0.76 -1.47 0.86
F 4.822499 -5.435708 -5.063956 -0.02 -0.53 1.35
C 2.157337 -7.300219 -2.002203 0.85 1.18 0.24
C 1.170372 -8.263692 -2.551994 -1.02 -0.64 -1.32
H 0.333326 -8.577817 -1.928465 0.52 0.00 0.91
H 0.586744 -7.854775 -3.376785 0.44 0.35 -0.45
H 1.665370 -9.158098 -2.930296 0.01 0.02 0.03
H 1.669649 -6.421823 -1.579504 -0.36 -0.14 0.81
H 2.785381 -7.820109 -1.278766 0.21 0.25 0.17
H 3.882976 -5.492845 -1.851699 0.36 0.75 0.82
B 2.594617 3.370403 -3.545522 1.31 -0.46 -1.15
F 3.799336 2.595797 -3.774617 -0.87 0.40 0.82
F 2.454997 4.212062 -4.620434 -0.45 0.26 0.22
F 1.543062 2.479678 -3.346525 -1.30 -1.49 -0.92
F 2.552392 4.007071 -2.325965 1.22 1.57 1.16



(3)
9
Properties=species:S:1:pos:R:3:forces:R:3 method="wB97M-V/def2-TZVPD" e_above_lowest_kcal_mol=13.8 total_charge=0 e_lumo_ha=-0.039 homo_lumo_gap_ev=8.207 smiles="NP1=CN=NN=1"
N -1.304359 -0.858710 0.392143 -4.25 -1.42 -1.13
P -0.208396 -0.428517 -0.816514 0.05 1.92 -1.83
C 0.402605 1.348232 -0.475336 0.16 -0.73 0.79
N 1.487428 1.245968 0.234764 -1.84 3.44 -2.03
N 1.669973 0.037802 0.689412 2.58 -3.45 2.13
N 1.054440 -0.907594 0.189658 0.47 -0.73 0.55
H -2.384501 -1.006138 -0.094400 4.18 0.13 1.99
H -0.895846 -1.765365 0.738029 -1.15 0.98 -0.13
H 0.178652 2.334321 -0.857760 -0.21 -0.14 -0.32



Record order is preserved below.
DFT total energy: -123036.90107; -118406.08645; -16331.31917 eV